No. 1
Formula: C31H47NO3P2PtS
Source: the OMol25 dataset
Level of theory: ωB97M-V with the def2-TZVPD basis set

```
86
Properties=species:S:1:pos:R:3:lowdin_spin:R:1
Pt -0.104 -0.545 -0.047 0.72
C 0.015 -1.982 1.701 0.26
C 1.381 -2.497 1.457 0.28
C 1.506 -1.137 3.302 0.21
C 0.148 -1.267 3.031 0.32
C 2.268 -1.925 2.368 0.19
C -1.143 -2.892 1.524 0.05
H -1.063 -3.419 0.569 0.00
H -2.077 -2.313 1.545 0.01
H -1.189 -3.661 2.306 0.02
C -0.945 -1.053 4.006 0.04
H -1.937 -1.073 3.537 0.00
H -0.820 -0.099 4.535 0.01
H -0.901 -1.865 4.752 0.02
C 2.069 -0.426 4.478 0.03
H 1.898 -0.964 5.430 0.01
H 1.611 0.574 4.564 0.01
H 3.151 -0.306 4.368 0.00
C 3.718 -2.202 2.494 0.02
H 3.934 -2.869 3.338 0.01
H 4.299 -1.288 2.655 0.01
H 4.086 -2.689 1.590 0.00
C 1.692 -3.707 0.663 0.04
H 1.876 -4.590 1.305 0.01
H 2.596 -3.573 0.051 0.01
H 0.876 -3.986 -0.008 0.00
C -1.393 0.639 -4.022 0.40
C -1.518 -0.770 -3.885 0.20
C -0.815 -1.683 -4.884 0.01
C 0.693 -1.412 -5.063 0.00
C 1.404 -0.740 -3.893 0.00
C 1.540 0.594 -3.854 0.00
C 0.958 1.521 -4.876 0.02
C -0.591 1.268 -5.125 0.05
H -1.308 -1.513 -5.863 0.00
H 0.805 -0.767 -5.966 0.00
H -1.011 -2.742 -4.612 0.00
H -0.710 0.676 -6.055 0.01
H -2.242 1.276 -3.722 0.02
H -2.462 -1.242 -3.588 0.02
H -1.021 2.277 -5.302 0.00
H 1.104 2.565 -4.533 0.00
H 2.263 1.072 -3.191 0.00
H 1.408 1.472 -5.887 0.00
H 1.162 -2.396 -5.295 0.00
H 2.053 -1.404 -3.310 0.00
P -1.073 -0.081 -2.035 0.16
P 1.760 0.830 -0.201 0.17
C -0.332 1.835 -1.833 0.16
C 0.950 2.209 -1.091 0.04
H -1.171 2.530 -1.600 0.01
H -0.033 1.959 -2.874 0.01
H 1.722 2.608 -1.767 0.00
H 0.746 3.012 -0.369 0.00
C 2.731 1.657 1.077 0.03
H 2.707 1.097 2.017 0.00
H 2.345 2.666 1.258 0.00
H 3.772 1.727 0.729 0.01
C 3.001 -0.178 -1.031 0.04
H 3.690 0.432 -1.614 0.01
H 2.533 -0.920 -1.672 0.00
H 3.555 -0.730 -0.265 0.00
C -2.819 0.041 -1.498 0.00
H -3.024 -0.256 -0.451 0.00
H -3.472 -0.546 -2.154 0.00
H -3.113 1.095 -1.561 0.00
C -0.611 -2.025 -1.988 0.10
H -0.278 -2.488 -1.036 0.03
H 0.204 -2.206 -2.705 0.00
H -1.529 -2.559 -2.275 0.01
O -3.169 -0.135 1.622 0.00
C -2.476 0.864 1.918 0.01
N -1.207 1.094 1.447 0.16
S -0.451 2.364 2.202 0.01
O 0.589 1.927 3.123 0.00
O -0.151 3.483 1.326 0.00
C -1.852 2.789 3.126 0.01
C -1.959 3.842 4.022 0.00
C -3.177 4.018 4.691 0.00
C -4.240 3.128 4.468 0.00
C -4.095 2.078 3.562 0.00
C -2.896 1.932 2.854 0.01
H -1.100 4.495 4.162 0.00
H -3.276 4.828 5.412 0.00
H -5.172 3.286 5.016 0.00
H -4.889 1.365 3.395 0.00
```

Properties
Spin multiplicity: 5
Orbital gap (spin up / spin down) in Ha: 0.2100 / 0.2202
Strongest force on any atom in eV Å⁻¹: 3.2
ΔE to the lowest compared entry with this formula, charge and spin in eV: 1.901
Charge: +2
LUMO energy (spin up / spin down) in eV: -6.1 / -8.2


No. 2
Formula: C5H8N
Source: the OMol25 dataset
Level of theory: ωB97M-V with the def2-TZVPD basis set

```
14
Properties=species:S:1:pos:R:3:nbo_charge:R:1
C -0.531 -0.240 0.511 -0.38
C -1.139 -1.429 0.424 0.15
C 1.751 1.020 -0.018 -0.23
C 0.500 0.319 -0.450 -0.01
C -1.887 -2.508 0.389 -0.44
N 0.679 1.860 -0.506 -0.55
H -0.685 0.308 1.320 0.22
H 1.897 1.089 1.094 0.26
H 2.558 0.837 -0.645 0.25
H 0.493 -0.109 -1.516 0.26
H -1.674 -3.451 0.981 0.28
H 0.123 2.414 0.189 0.46
H -2.838 -2.328 -0.272 0.27
H 0.753 2.218 -1.500 0.46
```

Properties
Orbital gap in Ha: 0.3746
Strongest force on any atom in eV Å⁻¹: 5.1
ΔE to the lowest compared entry with this formula, charge and spin in eV: 3.535
Charge: +1
LUMO energy in eV: -3.5
SMILES: C=C=C[C@@H]1C[NH2+]1


Question: Which value of charge does entry 2 give?
Answer: +1


Question: The highest charge belongs to which entry?
Answer: C31H47NO3P2PtS


Question: Which formula does entry 1 have?
Answer: C31H47NO3P2PtS


Question: The highest strongest force on any atom belongs to which entry?
Answer: C5H8N